Density functional theory data (ωB97M-V with the def2-TZVPD basis set) for C43H60CsI4N8O2 as an isolated structure.

Computed properties:
Calculated total energy ... -3474.0100 Ha
Gap between HOMO and LUMO (alpha / beta) ... 4.832 / 4.830 eV
Max |F| ... 3.6 eV Å⁻¹
Charge ... -1
Lowest unoccupied orbital energy (alpha / beta) ... 1.0 / 1.0 eV

The geometry in XYZ format:
```
118
Properties=species:S:1:pos:R:3:mulliken_charge:R:1
Cs 14.02 11.17 13.28 1.729
C 18.43 11.99 9.34 -1.109
C 18.58 10.46 9.62 -0.927
C 17.21 9.97 10.15 0.258
C 16.13 9.82 9.33 0.464
C 16.04 10.10 7.89 -1.014
C 16.18 8.92 6.93 -1.224
C 15.02 9.41 10.25 -0.269
C 13.62 9.13 9.98 -0.612
C 12.67 8.89 11.05 0.872
C 11.21 8.73 10.69 0.268
C 10.68 8.59 9.32 -1.143
C 10.61 7.17 8.64 -1.179
C 10.57 8.59 11.83 0.710
C 11.56 8.64 12.95 -0.509
C 11.34 8.52 14.29 -0.115
C 12.22 8.53 15.40 0.415
N 13.55 8.87 15.29 -0.317
C 14.08 8.54 16.58 0.127
C 15.39 8.79 16.92 -0.530
C 16.37 9.25 16.02 -0.201
N 16.11 9.61 14.74 0.044
C 17.29 9.68 14.05 0.002
C 17.59 9.88 12.63 -0.100
C 16.77 9.72 11.49 -0.475
N 15.43 9.41 11.53 -0.394
C 18.39 9.45 14.98 0.289
C 17.78 9.24 16.27 -0.152
C 18.55 8.99 17.59 -0.924
C 19.30 10.16 18.26 -0.932
C 19.82 9.36 14.63 -0.860
C 20.37 10.75 14.30 -1.101
C 12.99 8.18 17.50 0.713
C 11.90 8.14 16.73 1.650
C 10.60 7.60 17.26 -1.264
C 9.44 8.60 17.28 -1.028
C 13.20 7.71 18.88 -1.582
C 13.38 6.22 19.05 -1.477
N 12.83 8.77 12.40 -0.839
C 9.06 8.43 12.01 -1.163
C 8.20 9.71 11.79 -0.919
H 19.19 12.35 8.68 0.328
H 18.54 12.52 10.28 0.310
H 17.45 12.19 8.95 0.355
H 19.26 10.34 10.48 0.295
H 18.84 9.95 8.72 0.379
H 16.75 10.82 7.57 0.366
H 15.10 10.56 7.72 0.470
H 17.11 8.32 7.08 0.296
H 16.31 9.32 5.91 0.399
H 15.29 8.24 6.94 0.275
H 13.30 8.98 8.97 0.346
H 11.33 9.08 8.64 0.411
H 9.66 9.04 9.31 0.290
H 11.52 6.56 8.70 0.291
H 10.10 7.17 7.66 0.401
H 9.86 6.59 9.26 0.270
H 10.31 8.36 14.57 0.075
H 15.70 8.63 17.95 0.174
H 18.64 10.12 12.44 -0.120
H 19.25 8.24 17.30 0.499
H 17.80 8.52 18.23 0.378
H 19.87 10.68 17.48 0.129
H 19.90 9.67 19.02 0.382
H 18.62 10.83 18.81 0.250
H 19.91 8.66 13.81 0.377
H 20.47 9.00 15.48 0.295
H 19.74 11.33 13.63 0.292
H 21.36 10.75 13.80 0.332
H 20.46 11.37 15.17 0.263
H 10.75 7.19 18.24 0.366
H 10.20 6.78 16.64 0.309
H 9.66 9.56 17.75 0.105
H 8.63 8.08 17.82 0.517
H 9.01 8.79 16.34 0.183
H 12.38 8.18 19.45 0.408
H 14.15 8.16 19.16 0.544
H 12.37 5.75 18.88 0.226
H 13.77 6.03 20.07 0.419
H 14.06 5.89 18.32 0.366
H 8.78 8.07 12.96 0.441
H 8.80 7.74 11.19 0.304
H 8.57 10.42 12.51 0.130
H 7.25 9.31 12.16 0.340
H 8.07 10.22 10.87 0.368
I 15.03 15.78 14.38 0.187
C 15.64 15.89 16.35 -0.589
I 17.56 14.95 16.93 0.001
H 14.87 15.40 16.97 -0.044
H 15.71 16.88 16.76 0.517
N 10.36 13.11 14.11 -0.412
C 10.98 12.95 15.43 1.558
C 10.26 11.95 16.30 -0.538
C 10.66 12.03 17.75 -1.458
C 12.01 11.33 18.09 0.085
N 13.10 11.43 17.09 1.127
C 14.17 12.14 17.29 0.728
N 14.07 13.15 18.12 -0.419
N 15.34 11.92 16.66 0.487
C 11.07 14.29 16.10 0.167
O 10.15 15.09 15.90 -0.811
O 12.07 14.52 16.86 -0.806
H 9.52 13.72 14.22 0.325
H 10.15 12.28 13.63 0.157
H 12.00 12.60 15.33 -0.679
H 10.42 10.92 15.91 -0.207
H 9.17 12.14 16.29 0.409
H 9.83 11.52 18.31 0.729
H 10.72 13.05 18.14 0.568
H 11.88 10.24 18.13 -1.042
H 12.43 11.66 19.01 0.846
H 13.11 10.67 16.43 -1.100
H 13.17 13.70 17.81 0.318
H 14.92 13.72 18.28 0.334
H 15.53 11.15 16.07 -0.432
H 15.97 12.65 16.63 0.064
I 12.14 14.33 12.36 0.216
I 14.23 15.07 10.72 -0.308
```

***

Density functional theory data (ωB97M-V with the def2-TZVPD basis set) for C43H60I2N4O3S2Sr as an isolated structure.

Computed properties:
Calculated total energy ... -3541.8377 Ha
Gap between HOMO and LUMO ... 5.867 eV
Max |F| ... 12.5 eV Å⁻¹
Charge ... -2
Lowest unoccupied orbital energy ... 3.7 eV

The geometry in XYZ format:
```
115
Properties=species:S:1:pos:R:3:mulliken_charge:R:1
Sr 0.35 -0.07 -0.24 4.082
C -1.36 2.48 2.00 -1.182
N -0.14 1.70 1.89 1.762
C 0.75 1.92 3.02 -1.265
C 0.55 2.13 0.68 -3.664
C -0.30 2.01 -0.53 -1.083
N 0.44 1.47 -1.60 0.016
C -0.44 1.37 -2.71 -0.918
C 0.07 0.42 -3.75 0.073
C 0.24 0.82 -5.07 -0.790
C 0.69 -0.08 -6.03 0.249
C 0.91 -1.39 -5.60 -0.804
C 0.76 -1.83 -4.30 0.099
C 0.35 -0.89 -3.30 -0.885
O 0.23 -1.18 -2.04 0.144
C 1.04 -3.27 -3.88 2.799
C 2.21 -3.28 -2.89 -0.970
C -0.20 -3.87 -3.19 -1.395
C 1.41 -4.17 -5.07 -2.567
C 0.84 0.31 -7.50 2.237
C -0.46 -0.06 -8.24 -1.877
C 2.00 -0.43 -8.18 -1.699
C 1.08 1.82 -7.67 -1.832
C 1.73 2.06 -1.80 -1.887
C 2.83 1.06 -2.04 0.552
C 3.52 1.11 -3.24 -0.279
C 4.60 0.28 -3.50 -0.244
C 5.02 -0.54 -2.46 0.045
C 4.38 -0.63 -1.23 0.101
C 3.18 0.11 -1.04 1.038
O 2.44 -0.04 0.04 -2.009
C 4.96 -1.48 -0.10 2.289
C 5.16 -0.58 1.14 -1.630
C 6.32 -2.09 -0.45 -2.513
C 4.00 -2.62 0.28 -0.907
C 5.27 0.19 -4.87 2.638
C 4.90 -1.17 -5.49 -1.405
C 4.82 1.30 -5.80 -2.121
C 6.80 0.28 -4.74 -2.023
H -1.16 3.56 1.94 0.293
H -1.87 2.28 2.95 0.314
H -2.06 2.22 1.20 0.191
H 1.11 2.97 3.06 0.372
H 1.62 1.27 2.93 0.192
H 0.24 1.71 3.96 0.387
H 1.43 1.53 0.53 2.021
H 0.89 3.17 0.78 0.259
H -0.78 2.97 -0.79 0.463
H -1.10 1.31 -0.34 0.383
H -0.65 2.37 -3.14 0.351
H -1.41 1.02 -2.33 -0.209
H 0.01 1.84 -5.33 0.259
H 1.23 -2.12 -6.35 0.329
H 1.98 -2.61 -2.06 -0.416
H 3.13 -2.95 -3.38 -0.073
H 2.36 -4.29 -2.49 0.703
H -0.42 -3.28 -2.29 -0.149
H -0.01 -4.90 -2.89 0.473
H -1.07 -3.85 -3.86 0.313
H 2.31 -3.82 -5.58 0.333
H 0.59 -4.23 -5.80 0.394
H 1.61 -5.18 -4.71 0.475
H -0.63 -1.14 -8.17 0.297
H -0.39 0.22 -9.30 0.486
H -1.31 0.45 -7.80 0.344
H 1.81 -1.50 -8.24 0.324
H 2.93 -0.27 -7.63 0.162
H 2.14 -0.05 -9.20 0.526
H 0.21 2.40 -7.39 0.356
H 1.31 2.04 -8.71 0.450
H 1.93 2.14 -7.05 0.307
H 1.99 2.67 -0.94 0.476
H 1.69 2.79 -2.63 0.208
H 3.17 1.82 -3.98 0.153
H 5.90 -1.16 -2.62 0.169
H 5.84 0.24 0.91 0.352
H 5.58 -1.16 1.97 0.454
H 4.19 -0.19 1.45 0.133
H 7.06 -1.32 -0.70 0.397
H 6.23 -2.79 -1.29 0.401
H 6.69 -2.65 0.42 0.455
H 3.01 -2.21 0.48 -0.504
H 4.38 -3.14 1.16 0.631
H 3.90 -3.33 -0.55 0.132
H 3.82 -1.27 -5.56 0.017
H 5.27 -1.99 -4.87 0.307
H 5.34 -1.27 -6.49 0.534
H 3.74 1.24 -5.97 0.030
H 5.32 1.22 -6.77 0.500
H 5.05 2.28 -5.37 0.417
H 7.21 -0.54 -4.15 0.304
H 7.08 1.22 -4.26 0.406
H 7.26 0.25 -5.73 0.476
I -2.32 -2.39 4.24 -0.006
C -0.93 -1.33 3.07 0.363
I 1.03 -2.12 3.24 0.088
H -0.91 -0.32 3.43 0.338
H -1.19 -1.40 2.01 -0.647
S -3.59 1.04 -0.59 -0.569
C -3.37 -0.62 -0.57 0.331
N -2.52 -1.35 0.12 0.088
C -2.76 -2.71 -0.02 -0.315
C -2.13 -3.74 0.68 0.162
C -2.54 -5.05 0.50 -0.910
C -3.58 -5.37 -0.37 -0.465
C -4.23 -4.36 -1.07 -0.629
C -3.82 -3.05 -0.88 0.785
S -4.50 -1.62 -1.57 -0.384
H -1.29 -3.52 1.32 0.025
H -2.04 -5.84 1.05 0.377
H -3.88 -6.40 -0.51 0.335
H -5.04 -4.58 -1.75 0.368
O 1.08 -4.64 0.09 -0.830
C 0.81 -3.47 0.16 0.947
N 0.54 -2.33 0.33 -0.991
```